No. 1
{"formula": "C7H13N", "method": "ωB97M-V/def2-TZVPD", "symbols": ["C", "C", "C", "C", "C", "C", "C", "H", "H", "H", "H", "H", "H", "H", "H", "H", "H", "H", "H", "H", "N"], "xyz": [[-1.191, -0.972, 0.563], [0.258, -0.583, 0.250], [0.498, -0.936, -1.146], [-0.132, 0.168, -2.166], [0.219, 0.887, 0.064], [0.213, 1.036, 1.726], [1.146, -0.124, 1.525], [-1.714, -0.157, 1.307], [-1.854, -0.552, -0.202], [-1.634, -2.180, 0.589], [0.141, -2.152, -1.307], [1.541, -0.791, -1.042], [-0.951, -0.234, -2.785], [0.834, 0.439, -2.883], [-0.963, 1.977, -1.462], [1.156, 1.282, -0.191], [-0.656, 0.301, 2.297], [0.376, 2.034, 2.106], [2.265, 0.214, 1.401], [1.385, -0.774, 2.420], [-0.936, 1.118, -1.062]], "nbo_charge": [-0.669, -0.133, -0.406, -0.267, -0.025, -0.429, -0.414, 0.227, 0.262, 0.225, 0.207, 0.210, 0.208, 0.203, 0.349, 0.187, 0.234, 0.222, 0.213, 0.219, -0.624], "de_lowest_ev": 7.6996, "fmax_ev_per_a": 6.62, "orbital_gap_ev": 10.4, "total_charge": 0}

---

No. 2
{"formula": "C4H7NO2", "method": "ωB97M-V/def2-TZVPD", "symbols": ["O", "C", "C", "N", "C", "C", "O", "H", "H", "H", "H", "H", "H", "H"], "xyz": [[2.500, 0.399, 0.254], [1.334, -0.404, 0.289], [0.177, 0.262, 1.040], [-0.712, -0.386, 0.006], [0.457, -0.240, -0.961], [-2.029, 0.134, -0.309], [-2.563, -0.089, -1.355], [3.227, -0.188, 0.481], [-0.698, -1.391, 0.235], [-0.094, 0.011, 2.072], [0.062, 1.355, 0.869], [0.419, -0.969, -1.776], [0.384, 0.790, -1.365], [-2.464, 0.717, 0.519]], "nbo_charge": [-0.755, -0.168, -0.253, -0.468, -0.233, 0.548, -0.470, 0.479, 0.443, 0.196, 0.162, 0.204, 0.170, 0.143], "de_lowest_ev": 5.3593, "fmax_ev_per_a": 0.65, "orbital_gap_ev": 6.7, "total_charge": 0}

---

Repeat the second record exactly.
{"formula": "C4H7NO2", "method": "ωB97M-V/def2-TZVPD", "symbols": ["O", "C", "C", "N", "C", "C", "O", "H", "H", "H", "H", "H", "H", "H"], "xyz": [[2.500, 0.399, 0.254], [1.334, -0.404, 0.289], [0.177, 0.262, 1.040], [-0.712, -0.386, 0.006], [0.457, -0.240, -0.961], [-2.029, 0.134, -0.309], [-2.563, -0.089, -1.355], [3.227, -0.188, 0.481], [-0.698, -1.391, 0.235], [-0.094, 0.011, 2.072], [0.062, 1.355, 0.869], [0.419, -0.969, -1.776], [0.384, 0.790, -1.365], [-2.464, 0.717, 0.519]], "nbo_charge": [-0.755, -0.168, -0.253, -0.468, -0.233, 0.548, -0.470, 0.479, 0.443, 0.196, 0.162, 0.204, 0.170, 0.143], "de_lowest_ev": 5.3593, "fmax_ev_per_a": 0.65, "orbital_gap_ev": 6.7, "total_charge": 0}

---

Which formula does entry 2 have?
C4H7NO2